#P
13
Properties=species:S:1:pos:R:3:mulliken_charge:R:1 method="wB97M-V/def2-TZVPD" gap_ev=7.4 molar_mass_g_mol=163.29
C -1.4084 -1.0628 0.4354 -0.776
C -0.7676 0.9372 -0.6020 -0.212
C 1.0648 -0.3561 0.1673 0.490
C 1.8786 0.8558 0.0363 -0.550
H -0.8177 -2.1539 1.1162 0.280
H -1.8288 -1.4661 -0.8656 0.274
H -2.2502 -0.3306 1.1517 0.304
H -1.7994 1.1924 -0.6845 0.361
H 2.6804 0.6686 -0.6726 0.374
N -0.3063 0.0167 0.2825 0.114
S 0.1311 1.7358 -1.8407 -0.199
S 1.5201 -1.8728 0.1431 -0.299
S 1.9034 1.8357 1.3328 -0.162


#Q
13
Properties=species:S:1:pos:R:3:mulliken_charge:R:1 method="wB97M-V/def2-TZVPD" gap_ev=7.5 molar_mass_g_mol=163.29 smiles="CC(=S)C(=S)C(N)=S"
C -1.0745 2.0485 -0.2144 -0.720
C 0.1643 1.1561 -0.4950 0.276
S 1.6344 1.5203 -0.7950 -0.267
C 0.0793 -0.3730 -0.3466 -0.210
S -0.7569 -1.1518 -1.5546 -0.175
C 0.4992 -1.1774 0.8281 0.463
N 1.2221 -2.2348 0.4366 -0.437
S -0.1392 -0.7531 2.2365 -0.282
H -0.6624 3.1038 0.4634 0.276
H -1.5061 2.1332 -1.4511 0.268
H -1.9937 1.3513 0.4385 0.253
H 0.9693 -3.1900 1.0046 0.266
H 1.5642 -2.4330 -0.5510 0.289


Which of them is the least stable? Correct choice: #P.